Entry from the Open Molecules 2025 dataset: C31H31N5O2PRhSSeSi as an isolated structure (the ωB97M-V functional and the def2-TZVPD basis).

Summary:
- Orbital gap (spin up / spin down): 6.833 / 5.439 eV
- Multiplicity: 5
- HOMO energy (spin up / spin down): -0.2320 / -0.2863 Eh

Positions of all 74 atoms, in Å:
Rh: 0.058672 0.095651 -0.528019
N: -0.093905 5.202038 5.577064
C: -0.199451 3.919689 5.053832
C: 0.642630 2.900790 5.501558
C: 0.532393 1.620590 4.991205
C: -0.435192 1.343942 4.032912
C: -1.299691 2.346339 3.599973
C: -1.181387 3.624553 4.106715
S: -0.484856 -0.224585 3.263967
O: 0.100873 -1.182663 4.160849
O: -1.848911 -0.460866 2.813689
N: 0.349822 -0.059087 1.898447
C: 1.691677 -0.026995 1.854313
N: 2.512240 0.020233 2.919842
C: 3.807426 -0.006848 2.658776
C: 4.346435 -0.078239 1.377008
C: 3.432361 -0.073736 0.345641
N: 2.125242 -0.027791 0.560600
H: 0.786965 5.443171 5.998361
H: -0.488213 5.940701 5.018828
H: 1.394306 3.119533 6.251315
H: 1.196565 0.832604 5.317379
H: -2.057315 2.120745 2.862096
H: -1.843912 4.408065 3.758402
H: 4.463091 0.031103 3.523633
H: 5.409692 -0.114656 1.198609
H: 3.753675 -0.095590 -0.691254
Se: -2.430209 -2.928206 2.056202
C: -1.718847 -2.109816 0.614488
N: -1.319553 -1.551399 -0.311830
C: 0.881017 5.704864 1.721066
C: 1.555626 4.504489 1.560688
C: 0.906164 3.416019 0.986879
C: -0.423574 3.499996 0.570853
C: -1.080659 4.725811 0.736399
C: -0.439897 5.818012 1.302665
Si: -1.382143 2.032742 -0.094519
C: -2.079073 2.526470 -1.763060
C: -1.490417 3.532979 -2.538931
C: -2.012757 3.890760 -3.775242
C: -3.126853 3.230999 -4.274243
C: -3.716585 2.214830 -3.533500
C: -3.199337 1.872833 -2.290649
H: 1.382213 6.555120 2.167860
H: 2.583524 4.410185 1.888426
H: 1.444121 2.483310 0.880590
H: -2.115415 4.826173 0.424162
H: -0.970280 6.755373 1.420139
H: -2.556805 1.884272 0.800414
H: -0.624950 4.065198 -2.157474
H: -1.551825 4.685747 -4.349507
H: -3.533371 3.506590 -5.239597
H: -4.584304 1.695609 -3.921405
H: -3.678101 1.084125 -1.718333
C: 2.069456 1.344535 -3.199365
P: 0.932441 0.005188 -2.744525
C: 1.894108 -1.486701 -3.179520
C: -0.338831 0.007905 -4.046303
C: -0.455553 1.003262 -5.009482
C: -1.452084 0.931773 -5.976566
C: -2.338685 -0.132349 -5.986817
C: -2.240764 -1.123085 -5.016630
C: -1.252832 -1.048362 -4.049518
H: 1.593733 2.312296 -3.037321
H: 2.390179 1.259889 -4.239029
H: 2.943190 1.294991 -2.549111
H: 2.138610 -1.495582 -4.243177
H: 1.317471 -2.377445 -2.933675
H: 2.814318 -1.512693 -2.593840
H: 0.220176 1.848401 -5.010580
H: -1.536618 1.717347 -6.716238
H: -3.113993 -0.185193 -6.740316
H: -2.940990 -1.948359 -5.007760
H: -1.201567 -1.809487 -3.278285

Forces on the atoms, in the same order (eV/Å):
0.6 0.4 -0.1
-0.1 -0.1 0.0
0.0 0.1 0.0
0.1 -0.1 0.0
0.0 0.0 0.0
-0.2 0.3 0.0
0.1 0.0 0.1
-0.1 0.0 0.0
0.7 -0.1 0.0
-0.1 -0.1 0.0
-0.4 0.1 0.1
0.1 -0.2 0.2
-0.3 -0.1 0.0
0.0 0.1 -0.2
0.0 0.0 0.1
0.0 0.0 0.1
-0.1 0.1 -0.2
-0.1 0.0 0.0
0.0 0.0 0.0
0.0 0.0 0.0
0.0 0.0 0.0
0.0 0.0 0.0
0.0 0.0 0.0
0.0 0.0 0.0
0.0 0.0 0.0
0.0 0.0 0.0
0.0 0.0 0.0
0.1 0.0 0.1
-0.4 -0.4 -0.1
0.1 -0.1 0.0
0.0 0.0 0.0
-0.1 0.0 0.0
-0.1 0.1 0.0
0.1 0.3 0.2
0.1 0.0 0.0
0.0 -0.1 0.0
0.1 0.0 -0.1
-0.1 0.1 -0.2
0.0 0.0 0.0
0.0 -0.1 0.0
0.0 0.0 0.0
0.1 0.0 0.1
0.0 0.0 -0.1
0.0 0.0 0.0
0.0 0.0 0.0
0.0 -0.1 0.0
0.0 0.0 0.0
0.0 0.0 0.0
-0.1 -0.2 0.0
0.0 0.0 0.0
0.0 0.0 0.0
0.0 0.0 0.0
0.0 0.0 0.0
0.0 0.0 0.0
0.0 0.1 -0.1
-0.3 -0.1 0.0
0.1 0.0 -0.1
0.0 0.0 0.0
0.0 0.0 0.0
0.1 -0.1 0.1
0.0 0.0 0.0
0.0 0.0 0.0
0.0 0.0 0.0
0.0 0.0 0.0
0.0 0.0 0.0
0.0 0.0 0.0
0.0 0.0 0.0
0.0 0.0 0.0
0.0 0.0 0.0
0.0 0.0 0.0
0.0 0.0 0.0
0.0 0.0 0.0
0.0 0.0 0.0
0.0 0.0 0.0

---

Entry from the Open Molecules 2025 dataset: a 4-piece molecular cluster, C31H32BF24IN4O6 overall in a non-equilibrium geometry (the ωB97M-V functional and the def2-TZVPD basis).

Summary:
- Orbital gap: 8.469 eV
- HOMO energy: -0.3479 Eh
- SMILES string: CC(=O)N(C)[C@](C#N)(c1ccncc1)[C@](C#N)(CCCI)CB(O)O.FC(F)C(F)(F)COC(F)(F)C(F)F.FC(F)C(F)(F)COC(F)(F)C(F)F.FC(F)C(F)(F)COC(F)(F)C(F)F

Positions of all 99 atoms, in Å:
C: 0.509199 0.576911 4.474221
C: 0.829667 -0.690092 3.426386
O: 2.145283 -1.049746 3.436608
N: -0.208440 -1.426925 2.623947
C: -1.455329 -1.546518 3.455099
C: -0.416019 -0.911767 1.227417
C: 0.552245 0.450074 1.102144
N: 1.390189 1.440238 0.949434
C: -1.944262 -0.349264 1.043672
C: -2.363384 1.237173 1.377030
C: -3.929019 1.614596 1.142701
N: -5.084943 0.792982 0.679974
C: -4.791279 -0.643014 0.410370
C: -3.268788 -1.213668 0.577502
C: 0.035867 -2.098408 0.191752
C: -0.659401 -3.493725 0.826095
N: -1.270279 -4.529991 1.347018
C: 1.655821 -2.499537 0.286405
C: 2.665770 -1.572840 -0.576796
C: 3.146553 -2.400342 -1.926100
I: 3.935946 -1.033915 -3.478225
C: -0.556217 -2.039979 -1.318776
B: -0.394908 -0.661278 -2.169801
O: -0.980474 0.668155 -1.850117
O: 0.439816 -0.697278 -3.423483
H: 1.472484 0.802012 5.141764
H: 0.208539 1.510104 3.826353
H: -0.349956 0.312687 5.232572
H: -1.943838 -0.542760 3.803957
H: -2.279254 -2.284601 3.005049
H: -1.118671 -2.091028 4.465253
H: -1.613008 2.046216 1.765789
H: -4.200596 2.757377 1.369218
H: -5.667137 -1.375206 0.069102
H: -3.136811 -2.368018 0.302460
H: 1.993143 -2.679340 1.417672
H: 1.701059 -3.591399 -0.197558
H: 3.658372 -1.425051 0.069878
H: 2.299433 -0.496596 -0.845567
H: 4.069861 -3.068255 -1.574550
H: 2.326442 -3.136068 -2.322875
H: 0.022303 -2.885349 -1.934261
H: -1.701768 -2.366466 -1.405608
H: -0.208111 1.292938 -1.621667
H: 1.012343 0.142250 -3.381257
C: 4.115488 2.597110 3.569805
C: 3.143893 3.700864 4.015695
C: 3.424200 5.085187 3.437947
F: 4.658680 5.541422 3.744425
F: 2.547568 5.997719 3.937844
F: 3.096387 3.725397 5.374551
F: 1.889515 3.321942 3.611708
O: 5.208399 2.312584 4.450291
C: 6.324734 3.194632 4.341026
C: 6.514030 4.083611 5.577276
F: 5.390772 4.782131 5.878241
F: 7.497850 5.000773 5.375911
F: 6.214659 3.901399 3.190792
F: 7.415752 2.395766 4.183112
H: 3.536350 1.664783 3.552339
H: 4.450965 2.728122 2.534313
H: 3.316486 5.088239 2.350055
H: 6.778561 3.481331 6.453743
C: -6.034611 6.626417 -0.159570
C: -5.845054 7.345730 -1.504095
C: -7.059562 7.326556 -2.427846
F: -7.462676 6.074751 -2.738488
F: -6.770549 7.936203 -3.609327
F: -4.739491 6.847715 -2.119773
F: -5.549978 8.655080 -1.223407
O: -5.576390 5.271559 -0.088461
C: -6.473304 4.296169 -0.617902
C: -5.955224 3.634590 -1.901777
F: -5.639715 4.548548 -2.853277
F: -6.896117 2.817635 -2.446699
F: -7.696012 4.859529 -0.767181
F: -6.614635 3.354200 0.354807
H: -5.407358 7.159401 0.566667
H: -7.053253 6.732279 0.231731
H: -7.903577 7.859052 -1.981519
H: -5.057817 3.039290 -1.698818
C: 3.815674 -7.212038 -4.660292
C: 3.181179 -6.303003 -3.596262
C: 2.314542 -7.018442 -2.563886
F: 1.287964 -7.697911 -3.121091
F: 1.755340 -6.122266 -1.706414
F: 2.498439 -5.304686 -4.218017
F: 4.207505 -5.685102 -2.929100
O: 3.115756 -7.326062 -5.904388
C: 2.030333 -8.252331 -5.910464
C: 0.659869 -7.574389 -6.039501
F: 0.467222 -6.630832 -5.084095
F: -0.348536 -8.476448 -5.901501
F: 2.127612 -9.049526 -4.819735
F: 2.239939 -9.063704 -6.983397
H: 4.771896 -6.747040 -4.932975
H: 4.095209 -8.193456 -4.259503
H: 2.906738 -7.717721 -1.967702
H: 0.555906 -7.088052 -7.016017

Forces on the atoms, in the same order (eV/Å):
-0.2 -0.6 0.0
6.7 -0.8 1.7
-8.3 1.8 -0.9
0.3 1.8 1.4
-1.1 -1.4 2.2
-0.2 1.6 -0.1
5.9 6.2 -2.0
-7.8 -9.0 1.5
-5.2 2.6 -0.6
-3.0 -3.6 -1.5
1.2 -1.5 -0.2
5.1 -2.5 0.6
3.9 2.5 1.3
0.0 1.6 0.2
-0.5 -2.2 0.6
-4.6 -6.5 3.9
5.7 9.6 -5.0
-0.3 -1.1 -0.2
1.3 -0.2 0.0
0.3 -1.1 1.8
-0.5 -0.9 0.9
-0.2 -1.4 -1.1
1.2 2.0 -2.0
3.0 -1.7 0.6
-0.5 1.4 3.7
-2.1 -0.6 -1.9
0.6 -1.8 1.4
1.6 0.5 -1.7
0.8 -1.8 -1.1
2.1 1.9 0.6
-0.6 1.1 -2.2
-1.6 -1.8 -0.9
0.5 -2.9 -0.6
2.2 1.9 0.9
-0.2 2.8 0.8
-0.9 0.9 -2.5
-0.2 2.3 1.0
-2.3 -0.2 -1.4
0.4 -2.1 0.5
-2.0 1.5 -1.0
1.5 1.8 0.4
-1.2 1.8 1.4
2.5 0.7 0.6
-1.8 -1.2 -0.6
-1.4 -1.7 -0.6
-0.2 -1.1 -0.3
0.2 -0.7 0.8
-0.3 1.0 -0.2
-0.6 0.1 -0.2
-0.1 -0.4 0.0
0.0 0.2 -0.4
0.3 0.4 -0.3
0.8 1.8 -0.1
-0.9 -1.5 -1.4
0.1 0.6 0.9
0.5 -0.5 0.1
-0.1 -0.5 -0.3
0.8 -0.2 0.5
-0.3 0.5 0.5
0.0 0.2 0.2
-0.1 0.2 0.3
0.0 -0.2 0.0
0.0 -0.1 -0.3
0.3 0.2 1.1
1.0 -0.4 0.2
-0.5 0.3 -0.9
0.0 0.7 -0.1
0.2 0.1 0.3
-0.5 0.2 0.0
-0.5 -0.2 -0.1
-1.1 -0.6 -1.3
-0.2 1.1 1.8
0.4 -0.5 -0.9
0.2 -0.4 0.5
0.0 0.3 0.5
0.3 -0.9 0.1
0.3 0.3 -0.8
0.1 -0.1 -0.4
0.1 -0.1 -0.4
0.1 0.0 0.2
-0.2 0.1 0.2
1.0 0.0 -0.5
0.0 0.6 -0.9
-0.6 -0.1 0.9
0.3 0.3 0.6
0.3 0.2 -0.2
0.1 -0.3 0.4
-0.2 -0.5 0.2
-1.6 -0.7 0.8
2.1 -0.3 0.1
-0.9 0.5 -0.1
0.1 -0.2 -0.6
0.6 -0.1 -0.1
-0.4 -0.1 -0.8
-0.5 0.6 0.3
-0.4 0.1 0.0
-0.3 0.2 0.1
0.2 0.0 -0.1
0.2 -0.2 0.1